1.
C17H18O2S | ωB97M-V with the def2-TZVPD basis set

As for the energy: -32849.449 eV. As for the highest occupied orbital energy: -0.3000 hartree. The value obtained for the orbital gap is 0.309 Eh. The SMILES is C/C(=C\c1ccc(C(=O)O)cc1)c1ccc(C(C)C)s1. The calculation puts the max |F| at 4.022 eV/A.

XYZ file:
```
38
Properties=species:S:1:pos:R:3:nbo_charge:R:1
C 2.488 1.001 0.208 -0.66
C 1.023 0.522 0.274 0.03
C 0.092 0.780 -0.700 -0.23
C 0.253 1.339 -2.068 -0.06
C 1.022 0.772 -3.050 -0.19
C 1.156 1.376 -4.359 -0.22
C 0.371 2.518 -4.635 -0.19
C 0.102 3.049 -6.041 0.78
O -0.265 4.166 -6.252 -0.54
O 0.151 2.035 -6.992 -0.68
C -0.245 3.194 -3.521 -0.15
C -0.212 2.584 -2.255 -0.19
C 0.570 -0.091 1.585 -0.23
C 1.420 -0.691 2.514 -0.24
C 0.711 -1.513 3.531 -0.28
C -0.665 -1.527 3.269 -0.11
C -1.686 -2.286 4.037 -0.28
C -3.015 -2.355 3.362 -0.61
C -1.040 -3.733 4.276 -0.59
S -1.109 -0.491 1.849 0.38
H 2.838 1.187 -0.850 0.23
H 3.223 0.301 0.624 0.22
H 2.608 1.816 0.905 0.23
H -0.877 0.375 -0.530 0.21
H 1.582 -0.138 -2.774 0.22
H 1.806 0.854 -5.108 0.23
H 0.238 1.189 -6.508 0.49
H -0.787 4.209 -3.596 0.25
H -0.886 2.994 -1.507 0.22
H 2.451 -0.423 2.359 0.22
H 1.222 -1.920 4.483 0.24
H -1.787 -1.657 4.939 0.22
H -3.756 -3.059 3.861 0.22
H -3.518 -1.395 3.349 0.22
H -2.916 -2.847 2.444 0.21
H -0.803 -4.117 3.258 0.21
H -0.151 -3.520 4.861 0.21
H -1.611 -4.500 4.756 0.21
```

***

2.
C3H11NS | ωB97M-V with the def2-TZVPD basis set

As for the energy: -15612.004 eV. As for the highest occupied orbital energy: -0.3283 hartree. The value obtained for the orbital gap is 0.359 Eh. The SMILES is CNC.CS. The calculation puts the max |F| at 6.785 eV/A.

XYZ file:
```
16
Properties=species:S:1:pos:R:3:nbo_charge:R:1
C -0.686 -0.222 2.232 -0.42
N -1.738 -0.242 1.208 -0.63
C -1.936 -1.543 0.470 -0.44
H -0.168 0.847 2.378 0.20
H -1.009 -0.687 3.188 0.20
H 0.033 -0.667 1.665 0.17
H -1.376 0.218 0.391 0.34
H -2.010 -1.268 -0.654 0.19
H -2.916 -1.906 0.874 0.21
H -1.025 -2.287 0.558 0.17
C 1.552 -0.499 -1.059 -0.71
S 1.272 1.387 -1.335 -0.05
H 0.979 -1.073 -1.839 0.21
H 2.611 -0.737 -1.140 0.23
H 1.014 -0.963 -0.227 0.22
H 2.113 1.602 -2.155 0.09
```

***

3.
C3H3NO2 | ωB97M-V with the def2-TZVPD basis set

As for the energy: -8742.576 eV. As for the highest occupied orbital energy: -0.3638 hartree. The value obtained for the orbital gap is 0.321 Eh. The SMILES is O=C/C=N\C=O. The calculation puts the max |F| at 2.462 eV/A.

XYZ file:
```
9
Properties=species:S:1:pos:R:3:nbo_charge:R:1
O -0.695 -1.493 0.180 -0.45
C -1.070 -0.608 -0.500 0.36
C -0.430 0.747 -0.488 0.03
N 0.532 1.029 0.252 -0.36
C 1.288 0.086 0.891 0.52
O 1.619 -0.059 2.017 -0.51
H -1.892 -0.656 -1.239 0.12
H -0.846 1.477 -1.153 0.18
H 1.493 -0.522 0.041 0.10
```

***

4.
C15H27ClFNO6PS | ωB97M-V with the def2-TZVPD basis set

As for the energy: -65125.406 eV. As for the highest occupied orbital energy: -0.4576 hartree. The value obtained for the orbital gap is 0.298 Eh. The calculation puts the max |F| at 8.063 eV/A. Its net charge is +1.

XYZ file:
```
53
Properties=species:S:1:pos:R:3:nbo_charge:R:1
O 3.859 -3.399 3.732 -0.91
S 4.872 -2.673 3.020 2.07
O 6.161 -2.913 3.592 -0.88
Cl 4.889 -3.220 1.030 -0.20
C 4.559 -0.883 3.117 -0.63
C 2.996 -0.687 3.175 -0.43
C 2.529 0.633 2.504 -0.41
C 1.107 0.514 1.841 -0.42
C 0.215 -0.481 2.581 -0.09
C -0.146 -1.637 1.921 0.10
N -0.899 -2.550 2.561 -0.42
C -1.313 -2.387 3.823 0.08
C -0.997 -1.249 4.528 -0.28
C -0.207 -0.269 3.898 0.51
F 0.138 0.810 4.562 -0.26
H 5.079 -0.430 3.968 0.28
H 4.871 -0.445 2.155 0.25
H 2.741 -0.613 4.244 0.23
H 2.572 -1.591 2.711 0.22
H 2.406 1.381 3.309 0.22
H 3.264 1.069 1.810 0.23
H 0.570 1.475 1.847 0.25
H 1.279 0.234 0.791 0.24
H 0.182 -1.825 0.897 0.26
H -1.127 -3.402 2.054 0.45
H -1.917 -3.151 4.313 0.26
H -1.322 -1.104 5.559 0.28
O -0.851 0.295 -1.616 -1.02
P -1.350 0.969 -2.858 2.43
O -0.738 2.476 -2.705 -0.79
C 0.661 2.679 -2.912 -0.07
C 1.019 2.676 -4.388 -0.63
O -2.893 1.292 -2.377 -0.81
C -3.520 0.523 -1.355 -0.06
C -3.444 1.242 -0.021 -0.63
O -1.811 1.247 -4.423 -0.71
C -2.180 0.103 -5.233 -0.08
C -3.534 -0.464 -4.851 -0.64
H 1.235 1.918 -2.372 0.17
H 0.905 3.649 -2.479 0.19
H 0.877 1.683 -4.822 0.20
H 2.061 2.965 -4.532 0.22
H 0.379 3.364 -4.940 0.23
H -3.085 -0.476 -1.292 0.17
H -4.566 0.397 -1.642 0.18
H -2.419 1.528 0.223 0.21
H -3.834 0.611 0.782 0.20
H -4.030 2.162 -0.054 0.22
H -1.403 -0.662 -5.163 0.17
H -2.205 0.450 -6.265 0.20
H -3.488 -0.974 -3.885 0.20
H -3.868 -1.190 -5.593 0.23
H -4.277 0.328 -4.767 0.23
```

***

5.
C41H41BO2P2Sr | ωB97M-V with the def2-TZVPD basis set

As for the energy: -67358.202 eV. As for the highest occupied orbital energy (alpha / beta): -0.1998 / -0.1854 hartree. The value obtained for the orbital gap (alpha / beta) is 0.183 / 0.172 Eh. The calculation puts the max |F| at 2.455 eV/A.

XYZ file:
```
88
Properties=species:S:1:pos:R:3:mulliken_charge:R:1
Sr -5.701 -0.107 -0.827 1.41
C 1.628 1.209 -1.464 -0.56
C 0.344 1.530 -1.701 -0.21
C -0.504 1.303 -2.923 -1.11
C -1.445 0.095 -2.824 1.49
C -0.769 -1.208 -2.481 -0.63
C 0.546 -1.482 -2.556 -0.24
C 1.655 -0.695 -3.179 -1.14
C 2.454 0.181 -2.184 -0.29
C -2.576 -0.035 0.502 -0.15
H 2.174 1.755 -0.669 0.38
H -0.213 2.034 -0.892 0.39
H 0.090 1.140 -3.832 0.49
H -1.154 2.191 -3.078 0.61
H -2.262 0.307 -2.117 -1.38
H -1.936 0.022 -3.811 0.43
H -1.429 -2.041 -2.194 0.25
H 0.896 -2.453 -2.160 0.32
H 1.336 -0.078 -4.027 0.40
H 2.375 -1.434 -3.572 0.43
H 2.927 -0.503 -1.458 0.08
H 3.286 0.646 -2.748 0.43
H -1.444 0.019 0.614 -0.22
H -2.963 0.018 -0.538 -0.63
H -3.214 -0.594 1.216 0.11
P -8.163 2.945 -0.914 0.15
P -8.972 0.053 -1.340 0.38
C -8.392 2.380 -2.624 -0.91
C -8.861 1.124 -2.789 -0.70
C -9.152 4.515 -1.028 0.29
C -9.461 5.142 -2.242 0.15
C -10.290 6.263 -2.282 -0.68
C -10.790 6.798 -1.100 -0.43
C -10.478 6.200 0.124 -0.54
C -9.684 5.056 0.160 -0.44
C -6.455 3.517 -1.257 -0.03
C -5.565 2.520 -1.738 -1.87
C -4.187 2.733 -1.575 0.24
C -3.724 4.048 -1.367 -0.65
C -4.638 5.095 -1.186 -0.69
C -6.012 4.835 -1.083 -0.63
C -10.690 -0.584 -1.781 0.21
C -11.766 0.327 -1.742 -0.41
C -13.053 -0.061 -2.116 -0.64
C -13.292 -1.370 -2.546 -0.43
C -12.232 -2.276 -2.609 -0.64
C -10.940 -1.889 -2.227 -0.24
C -7.848 -1.261 -1.933 -0.54
C -7.335 -2.149 -0.925 -0.54
C -6.645 -3.295 -1.325 -0.38
C -6.368 -3.507 -2.678 -0.77
C -6.756 -2.574 -3.632 -0.89
C -7.507 -1.461 -3.273 0.33
H -8.120 3.064 -3.443 0.66
H -9.312 0.760 -3.720 0.93
H -9.066 4.762 -3.178 0.24
H -10.530 6.706 -3.248 0.38
H -11.431 7.673 -1.134 0.37
H -10.858 6.627 1.049 0.39
H -9.464 4.575 1.112 0.38
H -5.940 1.663 -2.382 2.14
H -3.472 1.892 -1.668 -0.11
H -2.650 4.257 -1.359 0.42
H -4.301 6.134 -1.081 0.36
H -6.732 5.647 -0.888 0.37
H -11.591 1.358 -1.436 0.38
H -13.875 0.653 -2.075 0.38
H -14.296 -1.675 -2.841 0.36
H -12.412 -3.292 -2.959 0.37
H -10.129 -2.612 -2.301 0.34
H -7.593 -1.978 0.138 0.50
H -6.375 -4.032 -0.560 0.41
H -5.864 -4.431 -2.987 0.37
H -6.515 -2.723 -4.688 0.42
H -7.829 -0.740 -4.024 0.42
O 1.161 0.466 2.152 -0.49
B 0.404 -0.247 1.229 0.73
O 1.136 -1.342 0.773 -0.36
C 2.332 -1.354 1.474 0.49
C 3.479 -2.029 1.139 -0.71
C 4.694 -1.435 1.537 -0.39
C 4.709 -0.308 2.365 -0.44
C 3.516 0.270 2.832 -0.75
C 2.346 -0.233 2.320 0.56
H 3.419 -2.935 0.522 0.41
H 5.629 -1.892 1.189 0.35
H 5.668 0.111 2.674 0.36
H 3.468 1.149 3.485 0.41
```